Entry 1:
# C31H63O15Zn

A molecular structure, C31H63O15Zn (wB97M-V/def2-TZVPD, the OMol25 dataset).

The geometry in ORCA input format:
```
! wB97M-V def2-TZVPD RIJCOSX def2/J DEFGRID3
* xyz 1 1
Zn 12.14 17.07 -22.56
C 10.25 14.87 -26.50
O 10.73 15.93 -25.68
H 10.08 13.99 -25.87
H 9.26 15.09 -26.90
H 10.88 14.72 -27.38
C 8.35 21.07 -20.11
O 9.09 22.09 -20.74
C 9.99 21.78 -21.71
O 10.27 20.65 -22.11
O 10.46 22.93 -22.23
C 10.11 24.25 -21.92
H 8.99 20.29 -19.70
H 7.77 20.53 -20.86
H 7.62 21.47 -19.40
H 9.05 24.47 -21.96
H 10.64 24.94 -22.58
H 10.44 24.50 -20.91
C 10.60 10.59 -30.43
O 10.86 9.65 -29.36
C 11.72 8.62 -29.58
O 12.39 8.44 -30.62
O 11.93 7.99 -28.44
C 12.87 6.95 -28.31
H 10.17 10.11 -31.31
H 11.47 11.13 -30.80
H 9.85 11.31 -30.10
H 12.45 6.11 -27.76
H 13.83 7.30 -27.93
H 13.08 6.52 -29.29
C 13.74 11.80 -20.45
C 13.70 12.19 -21.87
O 13.71 13.34 -22.28
C 13.78 11.06 -22.89
H 14.76 11.46 -20.24
H 13.06 10.97 -20.25
H 13.47 12.73 -19.95
H 14.78 10.82 -23.24
H 13.10 11.34 -23.70
H 13.42 10.13 -22.44
C 15.41 21.24 -24.35
C 14.84 20.06 -25.19
O 14.64 18.99 -24.57
C 14.41 20.25 -26.61
H 15.36 20.86 -23.33
H 14.66 22.03 -24.43
H 16.39 21.50 -24.75
H 13.58 19.61 -26.92
H 15.26 19.93 -27.21
H 14.21 21.31 -26.79
C 7.71 14.09 -19.22
C 7.85 14.87 -20.52
O 8.90 15.36 -20.87
C 6.57 15.09 -21.34
H 8.69 14.05 -18.74
H 7.34 13.07 -19.37
H 7.01 14.68 -18.62
H 6.62 15.97 -21.99
H 5.67 15.15 -20.73
H 6.54 14.18 -21.94
C 2.95 15.37 -27.87
C 3.77 15.75 -29.11
O 3.60 16.79 -29.75
C 4.82 14.76 -29.57
H 3.38 15.80 -26.96
H 2.96 14.28 -27.82
H 1.96 15.81 -27.91
H 5.49 14.58 -28.73
H 5.40 15.24 -30.35
H 4.35 13.84 -29.93
C 15.09 13.64 -29.38
C 15.17 14.90 -30.16
O 16.15 15.66 -30.01
C 14.05 15.34 -31.13
H 14.83 12.80 -30.02
H 14.25 13.67 -28.67
H 16.07 13.35 -28.99
H 14.10 16.42 -31.28
H 13.13 15.01 -30.63
H 14.15 14.92 -32.13
C 6.29 20.41 -25.82
C 6.65 21.71 -26.47
O 5.82 22.55 -26.49
C 8.02 22.01 -27.03
H 7.15 19.74 -25.84
H 5.49 19.91 -26.37
H 6.00 20.62 -24.79
H 8.56 22.79 -26.49
H 7.94 22.44 -28.03
H 8.58 21.08 -27.10
C 9.04 18.41 -32.27
C 8.43 17.86 -33.55
O 8.60 16.69 -33.90
C 7.53 18.82 -34.29
H 8.38 19.13 -31.79
H 10.04 18.83 -32.33
H 8.99 17.53 -31.63
H 6.66 19.06 -33.67
H 7.17 18.44 -35.24
H 8.09 19.69 -34.63
C 7.65 9.38 -24.23
C 7.55 9.37 -22.72
O 8.47 9.73 -22.00
C 6.19 8.98 -22.09
H 7.53 8.48 -24.84
H 8.53 9.99 -24.42
H 6.91 10.06 -24.64
H 6.10 7.90 -22.21
H 5.38 9.62 -22.43
H 6.35 9.21 -21.04
*
```

- Orbital gap: 2.773 eV
- Energy above the lowest of the compared OMol25 structures with the same formula, charge and spin: 1011.15 kJ/mol
- Molar mass: 741.2 u
- Lowest unoccupied orbital energy: -0.306 hartree
- E_HOMO: -11.10 eV

Entry 2:
# C31H64N7O13V

A molecular structure, C31H64N7O13V (wB97M-V/def2-TZVPD, the OMol25 dataset).

The geometry in ORCA input format:
```
! wB97M-V def2-TZVPD RIJCOSX def2/J DEFGRID3
* xyz 1 4
V 2.55 0.37 -1.57
C -0.96 -0.74 0.40
C 0.32 -0.40 -0.32
O 1.40 -1.02 -0.12
O 0.36 0.59 -1.10
H -1.40 -1.56 -0.17
H -1.65 0.09 0.52
H -0.77 -1.15 1.39
C 1.19 3.79 -0.32
C 2.56 3.21 -0.11
O 2.79 2.00 -0.27
N 3.61 4.05 -0.01
C 3.56 5.49 0.03
H 0.38 3.17 0.02
H 1.08 3.85 -1.41
H 1.08 4.79 0.11
H 4.52 3.62 -0.10
H 3.10 5.96 -0.84
H 4.58 5.84 0.08
H 3.05 5.86 0.92
C -2.23 -0.24 -2.49
C -2.80 -1.65 -2.57
O -3.92 -1.89 -2.17
N -2.02 -2.61 -3.12
C -0.62 -2.54 -3.47
H -1.31 -0.18 -1.90
H -2.93 0.43 -1.99
H -1.98 0.22 -3.45
H -2.50 -3.48 -3.30
H -0.05 -3.33 -2.98
H -0.15 -1.60 -3.21
H -0.44 -2.65 -4.54
C -3.41 2.29 0.30
C -2.54 3.52 0.42
O -2.39 4.08 1.49
N -1.88 3.95 -0.66
C -1.76 3.37 -1.99
H -4.27 2.43 -0.35
H -3.68 2.11 1.34
H -2.90 1.38 -0.03
H -1.32 4.78 -0.52
H -1.25 4.03 -2.68
H -2.78 3.18 -2.35
H -1.18 2.45 -1.90
C 0.52 5.77 2.96
C 1.24 4.44 2.89
O 2.44 4.36 3.14
N 0.45 3.39 2.60
C 0.96 2.03 2.59
H 0.60 6.12 3.99
H -0.52 5.66 2.68
H 1.01 6.53 2.34
H -0.48 3.55 2.26
H 1.15 1.69 1.57
H 0.19 1.34 2.94
H 1.84 1.83 3.19
C 0.55 -4.20 -0.40
C 0.87 -4.51 1.07
O 0.83 -5.65 1.50
N 1.22 -3.45 1.82
C 1.70 -3.55 3.19
H -0.38 -3.64 -0.50
H 0.46 -5.19 -0.86
H 1.36 -3.67 -0.90
H 1.32 -2.57 1.35
H 1.21 -2.74 3.74
H 2.78 -3.42 3.24
H 1.47 -4.50 3.66
C 6.73 -0.36 -0.93
C 5.46 -1.12 -0.65
O 4.34 -0.61 -0.70
N 5.60 -2.40 -0.30
C 4.50 -3.20 0.23
H 7.11 0.14 -0.04
H 6.55 0.34 -1.75
H 7.49 -1.06 -1.26
H 6.45 -2.91 -0.45
H 3.54 -2.69 0.30
H 4.79 -3.68 1.16
H 4.36 -4.04 -0.46
C -3.47 -1.38 0.94
C -3.46 -0.64 2.27
O -2.41 -0.38 2.83
N -4.66 -0.28 2.75
C -5.99 -0.51 2.14
H -3.55 -2.42 1.27
H -2.56 -1.17 0.38
H -4.34 -1.20 0.31
H -4.67 0.25 3.61
H -6.02 -1.55 1.80
H -6.18 0.10 1.26
H -6.70 -0.38 2.95
O -3.27 -6.24 3.71
C -2.37 -5.49 3.52
O -2.39 -4.62 2.49
C -1.30 -3.71 2.53
C -0.22 -4.37 3.39
C -1.04 -5.32 4.26
H -1.59 -2.71 2.86
H -0.93 -3.44 1.53
H 0.24 -3.65 4.07
H 0.57 -4.88 2.85
H -1.33 -4.83 5.19
H -0.60 -6.29 4.47
O 1.62 1.28 -3.43
C 0.77 1.57 -4.24
O 0.31 2.80 -4.30
C -0.55 3.02 -5.42
C -0.96 1.65 -5.88
C 0.15 0.74 -5.35
H -0.02 3.54 -6.22
H -1.43 3.59 -5.13
H -1.12 1.48 -6.94
H -1.90 1.29 -5.45
H 0.88 0.49 -6.13
H -0.26 -0.23 -5.06
*
```

- Orbital gap (spin up / spin down): 7.884 / 7.682 eV
- Molar mass: 793.8 u
- Lowest unoccupied orbital energy (spin up / spin down): -0.103 / -0.110 hartree
- E_HOMO (spin up / spin down): -10.67 / -10.67 eV
- Expectation value of S²: 3.75

Entry 3:
# C31H64NO15S7

8 unconnected molecules or ions with the total composition C31H64NO15S7 (wB97M-V/def2-TZVPD, the OMol25 dataset).

The geometry in ORCA input format:
```
! wB97M-V def2-TZVPD RIJCOSX def2/J DEFGRID3
* xyz 1 1
C 33.95 49.58 11.75
C 34.07 50.25 10.33
O 35.22 50.07 9.91
N 32.97 50.75 9.65
H 33.21 51.65 9.38
H 33.10 50.24 8.71
C 31.60 50.55 10.08
H 34.11 50.35 12.49
H 34.72 48.96 12.02
H 32.98 49.11 11.94
H 31.31 50.87 11.10
H 31.18 49.42 10.19
H 30.99 51.04 9.29
C 26.66 48.60 9.15
C 25.89 49.86 8.57
C 26.11 50.84 9.60
S 27.83 50.82 9.83
O 28.25 50.92 11.22
O 28.45 51.74 9.01
C 28.07 49.13 9.40
H 26.80 47.96 8.39
H 26.15 47.97 9.97
H 24.93 49.64 8.11
H 26.34 50.11 7.57
H 25.39 50.68 10.44
H 25.62 51.96 9.33
H 28.49 48.40 10.15
H 28.49 49.44 8.52
C 28.95 51.20 14.78
C 30.27 51.59 15.63
C 31.39 51.00 14.99
S 30.74 49.39 14.52
O 31.14 48.63 15.63
O 31.16 49.14 13.20
C 29.05 49.80 14.46
H 28.96 51.87 13.97
H 27.99 51.28 15.22
H 30.09 51.12 16.67
H 30.44 52.62 15.77
H 32.35 50.68 15.65
H 31.61 51.51 14.16
H 28.52 49.22 15.32
H 28.87 49.44 13.66
C 33.63 46.65 5.55
C 34.93 47.20 5.08
C 35.27 48.44 5.82
S 33.73 49.24 5.92
O 33.70 50.29 5.05
O 33.63 49.43 7.35
C 32.64 47.85 5.56
H 33.66 45.98 6.47
H 33.50 45.84 5.05
H 35.03 47.45 4.01
H 35.80 46.56 5.23
H 36.00 49.03 5.23
H 35.72 48.36 6.88
H 32.19 48.11 4.68
H 31.78 47.58 6.07
C 31.57 45.24 12.53
C 30.32 44.77 11.62
C 30.71 44.83 10.21
S 32.13 45.96 10.20
O 31.81 47.34 10.32
O 33.05 45.56 9.16
C 32.85 45.52 11.74
H 31.55 44.57 13.39
H 31.40 46.18 13.03
H 29.66 45.62 11.75
H 29.89 43.82 11.96
H 29.88 45.10 9.62
H 31.19 43.88 10.08
H 33.29 46.31 12.00
H 33.52 44.65 11.47
C 39.50 49.44 13.05
C 39.50 50.42 14.29
C 38.90 51.65 13.99
S 37.53 51.16 12.84
O 37.72 52.15 11.79
O 36.34 51.00 13.48
C 38.15 49.56 12.39
H 39.62 48.51 13.32
H 40.47 49.82 12.41
H 40.60 50.61 14.59
H 38.92 50.15 15.24
H 39.59 52.49 13.47
H 38.38 52.01 14.91
H 38.31 49.50 11.19
H 37.44 49.03 12.68
C 33.78 46.77 16.97
C 34.32 45.90 15.86
C 34.57 46.88 14.79
S 35.23 48.30 15.57
O 34.42 49.43 15.23
O 36.64 48.48 15.45
C 34.82 47.83 17.16
H 33.68 46.17 17.77
H 32.66 47.06 16.89
H 33.67 45.27 15.47
H 35.25 45.55 16.10
H 33.71 47.31 14.23
H 35.29 46.67 13.99
H 34.44 48.68 17.95
H 35.60 47.59 17.44
C 38.86 46.87 8.91
C 37.63 46.40 8.12
C 36.44 46.65 8.83
S 36.90 46.15 10.51
O 36.66 44.76 10.63
O 36.26 47.14 11.37
C 38.62 46.40 10.31
H 39.10 47.93 8.97
H 39.75 46.27 8.41
H 37.83 45.45 7.85
H 37.56 46.86 7.17
H 35.61 46.14 8.51
H 36.16 47.66 8.88
H 39.09 45.53 10.65
H 38.93 47.14 10.99
*
```

- Orbital gap: 9.271 eV
- Energy above the lowest of the compared OMol25 structures with the same formula, charge and spin: 234.37 kJ/mol
- Molar mass: 915.3 u
- Lowest unoccupied orbital energy: -0.070 hartree
- E_HOMO: -11.18 eV

> The lowest molar mass belongs to which entry?

C31H63O15Zn